1.
DFT (ωB97M-V with the def2-TZVPD basis set) results for C34H25BrClCoN3O7S as an isolated structure at a distorted geometry.

Structure (XYZ):
```
73
Properties=species:S:1:pos:R:3:lowdin_charge:R:1
Co -0.61085 -1.22290 0.72429 0.655
C -1.08120 -1.24472 -4.76824 -0.062
C -1.99503 -2.17220 -4.27521 -0.065
C -2.31753 -2.19360 -2.92805 -0.007
C -1.72027 -1.28628 -2.06287 -0.213
C -0.85910 -0.31888 -2.55549 -0.012
C -0.52878 -0.30779 -3.90462 -0.048
N -1.94520 -1.34614 -0.65497 0.052
N -3.08780 -1.80601 -0.31256 0.189
C -3.06031 -2.12836 1.02296 -0.282
C -4.23110 -2.47523 1.69509 0.012
C -4.16374 -2.75745 3.03494 -0.041
C -2.93315 -2.71279 3.69847 -0.018
C -1.81636 -2.37388 2.97976 -0.047
N -1.88034 -2.10458 1.67260 0.059
H -0.79252 -1.26204 -5.81225 0.105
H -2.44446 -2.89918 -4.94190 0.105
H -3.00481 -2.92518 -2.52439 0.111
H -0.42770 0.40772 -1.87735 0.110
H 0.17099 0.43347 -4.27432 0.112
H -5.16010 -2.47935 1.14114 0.120
H -5.06759 -2.99672 3.58251 0.112
H -2.84878 -2.92202 4.75536 0.113
H -0.82917 -2.31209 3.41824 0.128
O 1.01328 -0.41759 -0.28423 -0.015
C 1.21428 -1.57895 -0.74978 -0.577
O 0.43893 -2.49633 -0.35190 -0.056
C 2.24535 -1.85008 -1.78120 -0.170
C 3.04372 -0.76774 -2.15915 -0.046
C 3.98597 -0.88403 -3.16465 -0.123
C 4.11457 -2.10851 -3.81587 -0.117
C 3.32530 -3.18874 -3.45869 -0.157
C 2.37113 -3.09198 -2.42699 -0.686
S 1.42200 -4.51725 -2.05103 0.429
H 2.88958 0.17224 -1.63744 0.104
H 4.60477 -0.03927 -3.44692 0.083
H 4.83692 -2.22096 -4.61947 0.089
H 3.42993 -4.13050 -3.98466 0.077
C 4.43646 0.74024 1.41586 -0.027
C 3.30407 1.73773 1.28667 -0.171
C 3.38981 2.68947 0.26493 -0.083
C 2.40711 3.63590 0.06139 -0.661
Cl 2.59220 4.81383 -1.23005 0.606
C 1.28316 3.66556 0.86774 -0.106
C 1.18752 2.73904 1.88525 0.003
C 2.17850 1.79264 2.11145 -0.219
O 1.93560 1.02311 3.22173 -0.023
C 2.40659 -0.31749 3.35685 -0.085
C 1.86396 -1.29657 2.31760 -0.544
O 2.64449 -2.02100 1.72578 0.088
O 0.55614 -1.30263 2.22594 -0.102
H 5.10031 0.84029 0.55558 0.078
H 4.08744 -0.29361 1.44060 0.062
H 5.03258 0.92273 2.31642 0.088
H 4.25718 2.67812 -0.38833 0.108
H 0.49102 4.38452 0.69463 0.102
H 0.31675 2.70939 2.52595 0.123
H 2.02616 -0.62257 4.32922 0.132
H 3.48720 -0.37495 3.36877 0.104
Br -3.84917 3.01233 3.82018 0.771
C -3.40088 3.22954 1.98775 -0.601
C -3.72790 4.46034 1.43419 -0.148
C -3.41154 4.73805 0.11277 -0.089
C -2.75540 3.78568 -0.65384 -0.074
C -2.42280 2.56696 -0.08449 -0.016
C -2.74146 2.25660 1.23925 -0.146
C -2.36214 0.87536 1.74454 -0.550
O -3.04411 0.29856 2.57197 0.028
O -1.26845 0.45440 1.18307 -0.073
H -4.22935 5.19718 2.04687 0.088
H -3.67634 5.69911 -0.31100 0.101
H -2.49451 3.99201 -1.68543 0.105
H -1.90104 1.81605 -0.66095 0.101
```

The value obtained for the HOMO energy (spin up / spin down) is -0.1210 / -0.1210 hartree. The energy above the lowest of the compared OMol25 structures with the same formula, charge and spin is 52.7 kcal/mol. For the electronic energy, the calculation gives -6816.85440 a.u. The LUMO energy (spin up / spin down) comes out at 0.1 / 0.1 eV. The net charge is -1.

***

2.
DFT (ωB97M-V with the def2-TZVPD basis set) results for C34H25F6N2OP2S5Tc as an isolated structure.

Structure (XYZ):
```
76
Properties=species:S:1:pos:R:3:lowdin_charge:R:1
Tc -1.83508 0.40984 0.12154 0.761
O -1.05841 -1.86300 0.02178 -0.003
C 0.03622 -2.04484 -0.47347 -0.377
C 0.15901 -2.18723 -1.94964 -0.151
C 0.49422 -3.38660 -2.56714 -0.008
C 0.53544 -3.45790 -3.94933 -0.049
C 0.25375 -2.33041 -4.70613 -0.050
C -0.09425 -1.14022 -4.08631 -0.053
C -0.16612 -1.05288 -2.69727 -0.265
P -0.57470 0.55551 -1.88335 1.010
C 1.07642 1.35758 -1.94210 -0.321
C 1.20594 2.73418 -1.74559 -0.148
C 2.45202 3.33983 -1.74173 -0.058
C 3.59906 2.58012 -1.92294 -0.075
C 3.48682 1.21466 -2.12802 -0.076
C 2.23603 0.61131 -2.14548 -0.082
C -1.51738 1.32296 -3.25637 -0.397
C -1.11324 2.44808 -3.96192 -0.077
C -1.92056 2.96942 -4.96958 -0.072
C -3.12000 2.35846 -5.28755 -0.074
C -3.51992 1.21815 -4.59852 -0.064
C -2.72985 0.70914 -3.58567 -0.147
H 0.70553 -4.26469 -1.97048 0.117
H 0.78339 -4.39397 -4.43245 0.112
H 0.29437 -2.37590 -5.78697 0.111
H -0.31730 -0.27366 -4.69305 0.113
H 0.33034 3.35181 -1.61602 0.045
H 2.52107 4.41017 -1.59305 0.112
H 4.57289 3.05296 -1.91497 0.106
H 4.37236 0.61230 -2.28976 0.104
H 2.17465 -0.45125 -2.33647 0.082
H -0.16902 2.92722 -3.74683 0.097
H -1.60280 3.85733 -5.50111 0.109
H -3.74724 2.76660 -6.06979 0.106
H -4.45829 0.73574 -4.84001 0.111
H -3.06346 -0.16134 -3.03058 0.105
S -1.92412 7.48864 -1.46575 0.546
C -1.94779 5.91232 -1.04079 -1.497
S -3.18002 4.79558 -1.53894 0.912
C -2.54215 3.38426 -0.72872 -1.087
C -1.39594 3.56994 -0.00402 -1.127
S -0.66536 2.28126 0.84715 0.639
S -0.73848 5.18716 -0.01518 0.903
S -3.34793 1.88062 -0.71236 0.703
C 2.45383 -2.53769 -0.19719 -0.087
N 1.17473 -2.02571 0.30369 0.016
C 1.11581 -1.73504 1.65187 0.032
C 0.23415 -1.04685 2.40200 -0.241
C 0.43441 -0.96540 3.84205 -0.011
C -0.56633 -0.21460 4.33732 -0.022
C -1.35840 0.17856 3.19894 -0.128
N -0.91116 -0.30563 2.07158 -0.072
C 2.56679 -4.04682 -0.14499 -0.221
C 3.56311 -4.66898 -0.89165 -0.045
C 3.70164 -6.04690 -0.86793 -0.074
C 2.84020 -6.81990 -0.09917 -0.081
C 1.84424 -6.20606 0.64284 -0.066
C 1.70661 -4.82340 0.62218 -0.037
H 3.24002 -2.07926 0.40277 0.140
H 2.60030 -2.18169 -1.21487 0.112
H 1.96612 -2.12856 2.19581 0.141
H 1.24208 -1.44758 4.37251 0.117
H -0.76558 0.05364 5.36153 0.108
H -2.23512 0.80677 3.21851 0.113
H 4.22734 -4.06948 -1.50525 0.118
H 4.47740 -6.52006 -1.45590 0.106
H 2.94342 -7.89690 -0.08424 0.105
H 1.16400 -6.80123 1.23830 0.109
H 0.90988 -4.36226 1.19463 0.117
F -3.54940 -1.04383 -0.40354 -0.292
P -4.49385 -1.27969 0.98228 0.175
F -5.21717 -2.50210 0.28128 -0.107
F -5.31221 -1.38946 2.33639 -0.109
F -3.33735 -2.22650 1.54963 -0.134
F -5.53524 -0.23722 0.37226 -0.140
F -3.62910 0.03367 1.60790 -0.287
```

The value obtained for the HOMO energy (spin up / spin down) is -0.2696 / -0.2614 hartree. For the electronic energy, the calculation gives -4849.28742 a.u. The LUMO energy (spin up / spin down) comes out at -1.4 / -1.4 eV. The net charge is 0.

***

3.
DFT (ωB97M-V with the def2-TZVPD basis set) results for C34H26Br2GeN2SeTl as an isolated structure.

Structure (XYZ):
```
67
Properties=species:S:1:pos:R:3:lowdin_spin:R:1
Tl 0.65109 -3.06607 -1.57661 0.017
Br 7.23119 -0.58566 -0.00562 0.000
C 5.50205 -1.16038 -0.42640 0.000
C 5.18933 -1.57871 -1.70827 0.000
C 3.88514 -1.97132 -1.95109 0.000
N 2.92809 -1.96512 -1.02471 0.003
C 3.23815 -1.57449 0.21744 0.000
C 4.51770 -1.16078 0.55290 0.000
C 2.13132 -1.57703 1.22163 0.000
C 2.39410 -1.48387 2.57936 0.000
C 1.33102 -1.43115 3.46796 0.000
Br 1.65627 -1.26218 5.30049 0.000
C 0.03362 -1.51071 2.98639 0.000
C -0.13859 -1.63805 1.62067 0.000
N 0.87582 -1.65389 0.74507 0.000
H 5.93030 -1.60002 -2.49413 0.000
H 3.59947 -2.30629 -2.94225 0.000
H 4.76310 -0.82655 1.55035 0.000
H 3.40417 -1.45947 2.96045 0.000
H -0.81688 -1.49326 3.65324 0.000
H -1.13301 -1.73184 1.19628 0.001
C 2.62309 2.44315 4.10310 0.000
C 1.24220 2.57933 4.03157 0.000
C 0.57640 2.25402 2.86231 0.000
C 1.29187 1.77489 1.75616 0.000
C 2.68498 1.65221 1.83751 0.000
C 3.34574 1.98758 3.00604 0.000
Ge 0.37050 1.35023 0.16290 0.003
C -1.52227 1.39016 0.10049 0.024
C -2.13465 1.83311 -1.07921 0.014
C -3.51428 1.94601 -1.14264 0.002
C -4.28766 1.59506 -0.04555 -0.001
C -3.68980 1.15100 1.12947 0.001
C -2.31211 1.06004 1.21004 0.007
C 1.28761 1.07160 -1.47831 0.000
C 0.64566 0.32746 -2.47648 0.001
C 1.27645 0.09956 -3.68972 0.000
C 2.54457 0.62248 -3.91906 0.000
C 3.18407 1.36977 -2.93848 0.000
C 2.56208 1.59408 -1.71917 0.000
H 3.14111 2.70596 5.01601 0.000
H 0.68898 2.95062 4.88344 0.000
H -0.49501 2.39534 2.80515 0.000
H 3.25485 1.28664 0.99204 0.000
H 4.42334 1.90429 3.06364 0.000
H -1.53831 2.10404 -1.94204 0.000
H -3.98617 2.30043 -2.04899 0.000
H -5.36596 1.66931 -0.10333 0.000
H -4.30158 0.88488 1.98100 0.000
H -1.85328 0.71757 2.12911 0.000
H -0.35969 -0.05213 -2.32168 0.003
H 0.76720 -0.45585 -4.46757 0.000
H 3.02813 0.46428 -4.87449 0.000
H 4.16060 1.79435 -3.13029 0.000
H 3.06135 2.20502 -0.97734 0.000
Se -2.49162 -1.69191 -1.39990 0.636
C -4.34432 -1.59784 -1.49535 0.070
C -5.12651 -1.97296 -0.39152 0.066
C -6.50183 -1.86437 -0.45723 -0.005
C -7.10618 -1.38277 -1.61570 0.092
C -6.33680 -1.01166 -2.71537 -0.005
C -4.96071 -1.11783 -2.66175 0.065
H -4.64423 -2.34960 0.50049 0.001
H -7.10940 -2.15977 0.38735 -0.002
H -8.18409 -1.30334 -1.66439 0.005
H -6.81652 -0.64830 -3.61408 -0.002
H -4.35122 -0.83926 -3.51132 0.001
```

As for the expectation value of S²: 0.767. The value obtained for the HOMO energy (spin up / spin down) is -0.4883 / -0.5003 hartree. The energy above the lowest of the compared OMol25 structures with the same formula, charge and spin is 0.0 kcal/mol. For the electronic energy, the calculation gives -11219.08882 a.u. Its spin multiplicity is 2. The LUMO energy (spin up / spin down) comes out at -6.7 / -7.0 eV. The net charge is +2.

***

4.
DFT (ωB97M-V with the def2-TZVPD basis set) results for a 3-piece molecular cluster, C34H26BrClF6O5S overall at a distorted geometry.

Structure (XYZ):
```
74
Properties=species:S:1:pos:R:3:lowdin_charge:R:1
C 8.44601 2.87714 0.64871 -0.112
C 8.39103 2.08327 -0.66266 -0.705
Br 9.42989 0.41693 -0.48511 0.681
C 6.96746 1.65930 -1.02043 -0.199
C 6.09145 2.77251 -1.53664 -0.059
C 6.49556 3.56930 -2.60061 -0.237
F 7.67834 3.33982 -3.17387 0.077
C 5.71447 4.58906 -3.12620 -0.568
Cl 6.31750 5.53451 -4.42720 0.755
C 4.45606 4.83644 -2.61341 -0.003
C 4.01621 4.04823 -1.56856 -0.071
C 4.81973 3.04241 -1.02528 -0.021
C 4.22723 2.29626 0.12726 -0.267
O 4.83966 1.98553 1.11860 0.143
C 2.76857 2.00289 -0.02391 -0.055
C 2.24149 0.78391 0.39190 0.076
C 0.89644 0.50254 0.20104 -0.175
C 0.31482 -0.82870 0.57706 -0.082
C 0.29185 -1.72233 -0.66120 -0.302
C -1.02606 -1.99100 -1.37540 -0.090
O -0.37145 -2.93970 -0.55634 -0.027
C 0.09199 1.47337 -0.39878 0.032
C 0.61772 2.68965 -0.80134 -0.185
S -0.48963 3.79595 -1.62615 0.796
O 0.19391 4.39996 -2.73020 -0.245
O -1.71852 3.09734 -1.86766 -0.268
C -0.86388 5.14558 -0.36542 -0.461
F -0.12790 4.92379 0.73916 0.128
F -0.56848 6.32260 -0.91166 0.148
C -2.35328 5.15901 0.06182 -0.571
F -2.50654 6.07506 1.03063 0.175
F -3.12884 5.49522 -0.96998 0.182
F -2.73015 3.97088 0.54341 0.170
C 1.97001 2.97987 -0.60962 -0.048
C 2.65071 4.25026 -1.00963 -0.274
O 2.15649 5.33741 -0.85529 0.155
H 8.94821 3.82800 0.48342 0.079
H 7.44867 3.04102 1.04898 0.072
H 9.03530 2.34596 1.38875 0.051
H 8.88755 2.60698 -1.46417 0.067
H 6.54082 1.18861 -0.14324 0.103
H 7.01473 0.89228 -1.79609 0.113
H 3.84418 5.62218 -3.02828 0.133
H 2.90702 0.06531 0.85061 0.139
H -0.71234 -0.73656 0.92240 0.115
H 0.94602 -1.33317 1.30881 0.129
H 1.18547 -1.67633 -1.28554 0.149
H -0.77265 -1.96184 -2.42574 0.116
H -1.75681 -1.36252 -0.88953 0.099
H -0.95597 1.27808 -0.58009 0.127
C -4.81999 -1.65823 2.48558 -0.093
C -3.67614 -2.06650 1.81368 -0.093
C -3.78249 -2.80919 0.64501 -0.092
C -5.03373 -3.14937 0.15081 -0.090
C -6.17738 -2.74739 0.82665 -0.113
C -6.07157 -2.00109 1.99214 -0.098
H -4.73692 -1.07643 3.39445 0.101
H -2.69888 -1.80830 2.20371 0.094
H -2.89048 -3.13047 0.12590 0.082
H -5.11764 -3.73027 -0.75843 0.107
H -7.15345 -3.01971 0.44589 0.105
H -6.96440 -1.68919 2.51851 0.102
C -6.91212 -8.74066 1.50716 -0.100
C -5.59664 -8.31368 1.62630 -0.098
C -5.32123 -6.98107 1.89958 -0.091
C -6.36099 -6.07416 2.05133 -0.094
C -7.67590 -6.50030 1.92604 -0.095
C -7.95199 -7.83347 1.65502 -0.100
H -7.12693 -9.78079 1.29867 0.099
H -4.78566 -9.02040 1.50594 0.099
H -4.29584 -6.64695 1.99363 0.101
H -6.14502 -5.03671 2.26626 0.084
H -8.48708 -5.79217 2.03989 0.099
H -8.97763 -8.16580 1.55891 0.099
```

The value obtained for the HOMO energy is -0.3409 hartree. As for the structure (SMILES): C[C@@H](Br)Cc1c(F)c(Cl)cc2c1C(=O)c1cc(C[C@@H]3CO3)cc(S(=O)(=O)C(F)(F)C(F)(F)F)c1C2=O.c1ccccc1.c1ccccc1. The energy above the lowest of the compared OMol25 structures with the same formula, charge and spin is 0.0 kcal/mol. For the electronic energy, the calculation gives -5718.94374 a.u. The LUMO energy comes out at -1.4 eV. The net charge is 0.